# 1
Computed, not measured: a 10-piece molecular cluster, C5H33N3O9 overall in a non-equilibrium geometry, with ωB97M-V/def2-TZVPD.

Output
- SMILES string: C[C@@H](CN)NCCN.O.O.O.O.O.O.O.O.O
- 2S+1: 1
- Energy above the lowest of the compared OMol25 structures with the same formula, charge and spin: 3.969 eV
- Frontier orbital gap: 0.332 hartree
- Largest force on an atom: 5.8 eV Å⁻¹

Structure (XYZ):
```
50
C5H33N3O9 | OMol25 | ωB97M-V/def2-TZVPD
O 1.55 -2.37 1.06
O -2.62 -1.79 -0.03
O 1.98 3.38 0.61
O 0.77 1.61 -1.85
O -1.19 -3.26 -1.64
O 2.29 -0.95 -2.83
O 1.54 -3.66 -1.70
O -0.13 -1.43 -3.38
O 3.20 -0.40 1.81
N -2.09 0.56 -1.60
N -0.71 0.44 0.99
N 1.03 1.40 3.32
C -1.73 1.44 0.66
C 0.66 -0.03 3.21
C -1.78 1.80 -0.92
C -0.70 -0.17 2.40
C -1.59 2.78 1.38
H 2.45 4.06 0.27
H -1.43 3.70 0.81
H 2.78 0.41 1.43
H -1.11 -1.25 2.29
H -1.03 2.48 -1.28
H 2.78 -1.42 -3.51
H -1.10 0.02 -1.63
H 1.86 -2.80 0.31
H -0.68 2.80 2.01
H 1.62 1.86 -1.97
H 0.50 -3.56 -1.99
H -2.91 2.14 -1.19
H -0.36 -1.99 -2.58
H 0.48 -0.32 4.25
H -2.53 2.78 2.05
H 1.19 3.47 0.12
H 2.03 -2.88 -2.11
H 1.50 -0.70 2.94
H 0.14 0.69 0.61
H 2.09 1.40 3.59
H -3.08 -0.92 -0.17
H 1.45 -0.83 -3.36
H -1.83 -1.23 0.27
H -1.66 -4.01 -1.47
H -2.65 0.96 0.89
H -2.35 0.77 -2.59
H 1.03 1.84 2.39
H -1.45 -2.65 -0.94
H -0.66 -1.79 -4.16
H 2.67 -1.13 1.54
H 0.63 -2.41 0.89
H -1.47 0.34 3.12
H 0.61 0.80 -2.35
```



# 2
Computed, not measured: a 12-piece molecular cluster, C5H35NO12S overall in a non-equilibrium geometry, with ωB97M-V/def2-TZVPD.

Output
- 2S+1: 2
- Frontier orbital gap (spin up / spin down): 0.375 / 0.194 hartree
- Largest force on an atom: 4.0 eV Å⁻¹
- Net charge: +1

Structure (XYZ):
```
54
C5H35NO12S | OMol25 | ωB97M-V/def2-TZVPD
S 1.50 1.10 -4.73
O -1.58 -4.49 -2.32
O -3.04 0.08 -0.51
O -0.67 2.91 1.89
O -2.12 -1.49 2.09
O 2.58 3.90 -0.63
O -2.75 1.32 2.18
O -3.16 -2.33 -1.09
O 0.48 2.49 -1.82
O 2.33 -0.52 1.33
O 0.90 2.24 3.92
O 1.65 2.03 1.28
O 1.14 -0.70 3.94
N 1.36 -0.78 -1.12
C 1.29 -0.30 -3.60
C 0.67 -3.08 -0.52
C -0.07 1.21 -1.79
C 1.16 0.24 -2.14
C 0.25 -1.66 -0.71
H -0.63 -1.66 -1.39
H -0.81 1.29 -2.60
H 2.07 0.88 -1.92
H -0.73 -4.19 -1.96
H -3.08 1.01 3.03
H -2.96 0.58 -1.33
H -1.67 -2.05 2.73
H 1.90 4.06 -1.28
H 2.32 3.89 0.29
H 2.41 1.89 -4.00
H 0.24 -0.75 -3.66
H 2.22 -0.72 2.26
H 1.40 -3.18 0.28
H -2.10 -1.82 1.19
H 1.36 -0.78 4.88
H 0.68 2.94 4.54
H -0.14 -3.72 -0.12
H 1.70 1.84 2.26
H 2.40 1.51 0.99
H -2.18 -3.83 -1.98
H -3.16 -1.44 -1.48
H -0.49 0.82 -0.84
H 0.60 0.09 3.97
H 1.20 2.57 -1.17
H -2.95 0.69 0.23
H 1.01 -3.59 -1.43
H 1.45 -0.27 0.94
H -0.38 2.69 0.98
H 2.22 -1.34 -1.23
H -0.10 -1.22 0.28
H -2.17 0.57 1.94
H -4.03 -2.68 -1.33
H 0.25 2.30 3.18
H 1.84 -1.19 -3.75
H -1.64 2.68 1.80
```



# 3
Computed, not measured: a 13-piece molecular cluster, C5H36N2O13 overall in a non-equilibrium geometry, with ωB97M-V/def2-TZVPD.

Output
- 2S+1: 1
- Energy above the lowest of the compared OMol25 structures with the same formula, charge and spin: 5.840 eV
- Frontier orbital gap: 0.341 hartree
- Largest force on an atom: 4.0 eV Å⁻¹

Structure (XYZ):
```
56
C5H36N2O13 | OMol25 | ωB97M-V/def2-TZVPD
O 2.19 1.84 -0.53
O 0.04 4.28 -2.12
O -2.11 1.10 4.30
O 0.45 -2.43 -0.79
O 4.12 -0.11 -2.71
O -2.44 -2.05 -2.84
O -3.08 2.42 -2.60
O 0.58 -4.97 1.38
O 1.48 0.37 -2.60
O -0.55 1.96 -3.36
O -3.77 0.12 -1.79
O 2.90 -0.81 1.56
O 4.98 0.25 -0.01
N 0.56 1.63 1.09
N -0.01 -1.23 2.40
C -0.51 -1.72 3.72
C 1.70 2.14 0.56
C -0.12 0.44 0.74
C -2.19 -0.89 1.18
C -0.92 -0.27 1.86
H 0.85 3.80 -2.29
H -2.37 -1.87 0.77
H -2.46 -0.20 0.39
H 4.38 -0.62 -1.94
H -1.68 1.53 4.98
H -0.13 -2.96 -1.37
H 4.22 0.79 -0.15
H -0.17 -2.78 3.95
H 2.44 2.81 1.17
H 2.41 0.26 -3.01
H 0.63 -0.41 0.41
H -3.25 2.80 -3.50
H 4.63 -0.18 0.79
H 0.82 -4.57 0.52
H -3.09 -1.53 -2.32
H -0.09 -1.06 4.49
H 4.18 0.81 -2.48
H 0.10 -2.15 1.86
H 0.12 1.42 -2.99
H -2.87 -0.78 2.13
H 0.10 2.10 1.84
H -1.63 -1.62 3.63
H -2.38 -1.65 -3.73
H -4.61 0.54 -1.81
H 0.50 -4.35 2.10
H -2.41 0.31 4.78
H 1.58 0.94 -1.84
H -3.11 0.84 -1.97
H -0.70 1.84 -4.30
H 3.33 -0.84 2.37
H -2.17 2.46 -2.59
H -1.29 0.42 2.72
H -0.65 3.99 -2.73
H 0.25 -1.50 -0.93
H -0.90 0.77 -0.02
H 2.13 -1.40 1.65
```



# 4
Computed, not measured: a 15-piece molecular cluster, C5H36O16 overall in a non-equilibrium geometry, with ωB97M-V/def2-TZVPD.

Output
- 2S+1: 1
- Energy above the lowest of the compared OMol25 structures with the same formula, charge and spin: 2.973 eV
- Frontier orbital gap: 0.368 hartree
- Largest force on an atom: 4.8 eV Å⁻¹

Structure (XYZ):
```
57
C5H36O16 | OMol25 | ωB97M-V/def2-TZVPD
O 4.05 -3.23 -1.88
O -2.26 1.22 1.69
O -4.17 1.78 -0.83
O 3.01 3.51 -1.33
O 3.63 1.16 -1.94
O -1.84 -1.79 0.04
O -2.13 0.21 -1.93
O -1.06 4.56 -0.28
O 1.35 -4.52 -0.50
O 1.47 -1.82 4.81
O -2.71 -1.43 3.32
O 1.23 0.52 -3.06
O -4.02 -2.80 1.30
O 1.17 4.34 1.41
O 0.54 3.60 -2.24
O -0.62 -1.50 -3.44
C 0.69 -1.09 2.68
C 1.67 -1.79 3.60
C 0.12 -0.55 0.27
C -0.62 -1.82 0.08
C 1.24 -0.65 1.31
H 2.57 -2.25 3.08
H 0.43 4.15 -3.01
H -3.06 0.60 -2.19
H 1.03 -4.80 0.37
H -4.00 -1.91 0.98
H -3.18 -3.22 1.04
H 1.33 -5.17 -1.22
H -2.24 -0.35 -1.14
H -0.56 0.23 0.58
H -3.34 -2.09 2.94
H -3.68 1.49 0.06
H -3.98 2.73 -0.91
H -1.21 -0.97 -2.85
H 1.32 4.02 0.58
H -0.42 4.34 -0.99
H 1.44 3.79 -1.87
H 3.48 -3.09 -2.64
H 1.79 0.28 1.50
H 0.74 5.19 1.34
H 0.89 -0.30 -3.46
H 0.53 -0.22 -0.68
H -0.24 -1.66 2.70
H 1.96 -1.36 0.90
H -1.17 -1.86 -4.14
H 4.16 0.31 -1.76
H -2.09 0.36 2.05
H 0.51 1.18 -3.09
H -0.98 3.72 0.22
H 3.44 -3.33 -1.13
H -2.60 -1.85 4.20
H 2.80 2.59 -1.05
H 0.21 -0.21 3.09
H 2.74 0.86 -2.21
H -0.19 -2.84 0.05
H 3.72 3.38 -1.98
H -2.37 1.84 2.45
```



# 5
Computed, not measured: a 12-piece molecular cluster, C5H37N2O11 overall in a non-equilibrium geometry, with ωB97M-V/def2-TZVPD.

Output
- 2S+1: 1
- Energy above the lowest of the compared OMol25 structures with the same formula, charge and spin: 5.451 eV
- Frontier orbital gap: 0.364 hartree
- Largest force on an atom: 3.9 eV Å⁻¹
- Net charge: +1

Structure (XYZ):
```
55
C5H37N2O11 | OMol25 | ωB97M-V/def2-TZVPD
O -1.84 3.45 -0.79
O 2.52 -3.33 0.79
O 0.52 4.42 -0.10
O -1.74 -1.49 2.58
O -1.10 1.06 3.36
O 0.23 -3.36 2.82
O -2.77 1.24 0.71
O 3.28 4.02 0.37
O 2.63 -0.40 -2.87
O -2.94 -1.71 0.22
O 0.50 2.87 2.15
N 2.52 0.19 -0.34
N 0.11 -1.05 -1.54
C -0.62 -1.85 -3.63
C 0.35 -2.38 -0.80
C 0.08 0.05 -0.51
C 1.30 0.04 0.45
C -1.10 -1.18 -2.29
H 0.20 2.01 2.45
H 3.34 0.11 0.18
H 3.39 3.76 -0.49
H 3.04 -0.40 -3.78
H -2.43 3.87 -1.34
H -0.81 0.04 0.14
H 2.57 1.03 -0.84
H -1.91 1.06 3.91
H 2.53 -3.43 -0.14
H -2.00 -1.77 -1.87
H 1.62 -3.50 1.18
H -3.02 -0.78 -0.03
H 1.27 0.89 1.19
H -0.99 0.07 3.03
H -0.58 -2.86 2.72
H 0.37 -3.47 3.83
H -0.02 4.99 0.43
H 0.24 3.44 2.86
H -2.67 2.03 0.16
H 2.40 4.35 0.50
H 0.18 -1.37 -4.18
H -2.65 -1.76 2.96
H -1.56 -1.52 1.57
H -0.29 -2.32 0.08
H 0.07 1.04 -1.02
H -1.51 -1.73 -4.38
H 0.64 3.75 0.62
H -3.82 -2.05 0.36
H -1.64 -0.25 -2.56
H -0.95 3.74 -0.51
H 1.68 -0.69 -3.01
H 1.37 -2.69 -0.88
H 2.60 -0.55 -1.08
H 1.24 -1.03 0.88
H -3.34 1.56 1.43
H -0.10 -3.28 -1.37
H -0.38 -2.89 -3.56
```